Entry from the Open Molecules 2025 dataset: a structure of composition C34H56CrN2O2P3 (ωB97M-V/def2-TZVPD).

Output
Energy relative to the best compared isomer or geometry (same formula, charge and spin) = 17.7 kJ/mol
Frontier orbital gap (spin up / spin down) = 5.85 / 5.32 eV
Multiplicity = 5
Total charge = +1
⟨S²⟩ = 6.041
LUMO energy (spin up / spin down) = -2.74 / -3.25 eV

Element x y z (Å)
C 2.127486 -2.055761 -0.523056
C 2.535296 -0.127241 -1.864848
C 3.183741 -2.728355 -1.115633
C 3.700018 -0.754992 -2.369401
C 4.007228 -2.060936 -2.025871
H 3.366871 -3.756183 -0.826961
H 4.308357 -0.191744 -3.068295
H 4.877951 -2.557497 -2.451597
N 1.782726 -0.806676 -0.909756
P 0.854758 -1.408021 1.854937
P 0.410077 1.644234 -1.942218
C 1.291608 -2.684866 0.589695
H 0.357734 -3.106930 0.184584
H 1.826542 -3.509454 1.079811
C 2.057664 1.131619 -2.311026
H 2.686251 1.707520 -2.990554
C -0.651965 1.041310 -3.413500
C 0.423816 3.539297 -1.917380
C -0.528314 -2.154693 2.920722
C 2.506232 -1.245741 2.787193
C -2.119264 1.035421 -2.955973
H -2.530296 2.048307 -2.884505
H -2.715237 0.482010 -3.694825
H -2.252092 0.544218 -1.988799
C -0.495049 1.915776 -4.663407
H -0.918805 2.918018 -4.540331
H 0.552216 1.989371 -4.982287
H -1.051710 1.434148 -5.482159
C -0.198066 -0.379616 -3.792483
H -0.954354 -0.826653 -4.458625
H 0.763912 -0.365781 -4.325146
H -0.099229 -1.038946 -2.924330
C -1.027165 4.046128 -1.913575
H -1.616011 3.560798 -1.123719
H -1.026083 5.126411 -1.709556
H -1.535976 3.903966 -2.872310
C 1.102082 4.009118 -0.627935
H 0.544108 3.703608 0.259092
H 2.130709 3.642178 -0.538038
H 1.134264 5.110086 -0.633286
C 1.237842 4.134546 -3.073197
H 0.848980 3.889102 -4.063896
H 1.213534 5.230630 -2.974740
H 2.286299 3.819576 -3.022192
C 2.264269 -0.363883 4.021749
H 3.238939 -0.127597 4.472245
H 1.796050 0.593465 3.761911
H 1.667049 -0.868899 4.791024
C 3.588890 -0.597070 1.902775
H 3.913741 -1.262374 1.093972
H 3.287752 0.356629 1.467520
H 4.460121 -0.394827 2.545228
C 3.095500 -2.601849 3.208419
H 4.036207 -2.401796 3.744057
H 2.452370 -3.171399 3.882784
H 3.338944 -3.231511 2.344078
C -1.692550 -2.633639 2.036979
H -1.414485 -3.448487 1.356735
H -2.495960 -3.012420 2.690692
H -2.119463 -1.818265 1.443172
C -1.072116 -1.030795 3.812292
H -1.426680 -0.178250 3.220050
H -1.931485 -1.415122 4.383702
H -0.332843 -0.664429 4.534279
C -0.047049 -3.327468 3.781415
H 0.421925 -4.121231 3.186164
H 0.634045 -3.007345 4.577744
H -0.922333 -3.771518 4.280171
Cr 0.292660 0.202480 0.033073
C 1.265325 1.398333 1.080528
O 1.819915 2.156330 1.802171
N -1.162402 -1.019352 -0.615090
C -1.632672 -1.912426 -1.234540
C -2.356659 -2.906171 -1.897779
C -3.645387 -3.259598 -1.433525
C -1.802316 -3.562599 -3.025328
C -4.364060 -4.255686 -2.092510
H -4.058651 -2.739946 -0.563719
C -2.540540 -4.547015 -3.677608
H -0.798471 -3.285672 -3.363042
C -3.814903 -4.896638 -3.211687
H -5.357658 -4.529469 -1.729400
H -2.114746 -5.043640 -4.553831
H -4.383798 -5.674382 -3.725146
C -3.237168 3.656126 1.970121
P -1.652886 2.956594 2.435860
C -0.450946 4.309620 2.538810
C -1.644702 2.250319 4.085987
O -1.295810 1.930559 1.376779
H -3.145083 4.072702 0.952990
H -3.552469 4.450624 2.661612
H -3.994910 2.855833 1.968915
H -0.678938 4.952257 3.404062
H 0.559673 3.885905 2.649583
H -0.496533 4.906379 1.619968
H -2.467909 1.530107 4.205131
H -0.679730 1.737698 4.248210
H -1.747749 3.033500 4.849624

Cartesian forces (eV/Å) of the 2 atoms listed first:
0.35 -0.23 -0.65
-1.27 0.90 0.08


Entry from the Open Molecules 2025 dataset: a structure of composition C34H56N5OP2W (ωB97M-V/def2-TZVPD).

Output
Energy relative to the best compared isomer or geometry (same formula, charge and spin) = 0.0 kJ/mol
Frontier orbital gap (spin up / spin down) = 3.90 / 3.90 eV
Total charge = -1
LUMO energy (spin up / spin down) = 2.69 / 2.69 eV

Element x y z (Å)
W -0.497443 -0.792882 -1.244121
C -2.405735 -2.708279 0.375787
N -1.464838 -2.763992 -0.751863
C -2.170278 -3.323076 -1.919996
C -0.324805 -3.644649 -0.384461
C 0.755476 -3.521193 -1.427569
C 1.674121 -4.549030 -1.622399
C 2.617330 -4.438812 -2.634457
C 2.618825 -3.291085 -3.430736
C 1.728580 -2.256961 -3.180123
C 0.773989 -2.302137 -2.144550
H -2.783932 -3.712540 0.627819
H -3.236521 -2.059605 0.109046
H -1.898911 -2.280301 1.239812
H -2.587344 -4.310777 -1.669301
H -1.473981 -3.411047 -2.747416
H -2.963830 -2.637387 -2.207830
H -0.665442 -4.682715 -0.261612
H 0.009255 -3.296612 0.598219
H 1.634199 -5.444855 -1.006826
H 3.334408 -5.232737 -2.811113
H 3.342393 -3.200369 -4.235794
H 1.791194 -1.354533 -3.781155
N -0.094498 0.183963 0.477965
P 0.287553 0.340681 1.939084
N 0.765843 -1.082328 2.746886
C 1.908663 -1.752590 2.111626
C 2.090274 -3.138127 2.711361
C 2.490023 -3.032471 4.193245
C 1.921729 -1.749941 4.824576
C 0.599098 -1.362354 4.171547
N -0.882050 0.907826 3.032142
C -2.062007 0.044206 3.168597
C -3.090589 0.247756 2.054536
C -3.488469 1.717841 1.938034
C -2.240343 2.583988 1.777103
C -1.270007 2.317643 2.928376
N 1.533247 1.454319 2.158468
C 2.419392 1.752912 1.033179
C 3.131851 3.101176 1.258436
C 2.363736 3.951724 2.264437
C 2.337645 3.247151 3.625679
C 2.131024 1.725396 3.446045
H 2.840393 -1.178202 2.244891
H 1.735514 -1.801048 1.037353
H 2.831050 -3.697863 2.138001
H 1.142731 -3.676394 2.615835
H 3.578798 -3.035111 4.291053
H 2.126758 -3.908853 4.736295
H 2.624964 -0.923552 4.698357
H 1.776363 -1.878276 5.899600
H 0.166166 -0.491251 4.660490
H -0.116020 -2.186270 4.312853
H -2.520743 0.259405 4.145028
H -1.735416 -0.996965 3.188762
H -3.965507 -0.378313 2.256027
H -2.646826 -0.077308 1.108727
H -4.034890 2.029957 2.839226
H -4.164182 1.857343 1.090483
H -2.499753 3.646707 1.754053
H -1.740598 2.329432 0.837686
H -1.746868 2.599787 3.878020
H -0.371535 2.920970 2.820854
H 1.823270 1.749715 0.125779
H 3.173811 0.962236 0.905138
H 3.238822 3.621828 0.304327
H 4.146421 2.939102 1.638444
H 1.342640 4.094373 1.901164
H 2.809386 4.944716 2.361898
H 1.545188 3.667186 4.249901
H 3.280826 3.426320 4.149872
H 1.487643 1.334103 4.233920
H 3.098986 1.206562 3.531985
C 0.650029 1.443594 -4.605455
P 1.056840 2.125619 -2.989786
C -0.336969 3.156035 -2.499019
C 2.403939 3.300700 -3.325143
O 1.437575 1.118915 -1.968333
H 0.373790 2.228988 -5.312485
H -0.178374 0.747790 -4.470234
H 1.515039 0.896110 -4.984316
H -0.589307 3.909002 -3.248413
H -0.089309 3.639027 -1.551891
H -1.186731 2.490344 -2.343482
H 2.126449 4.022067 -4.097016
H 3.282717 2.741629 -3.649667
H 2.650498 3.832454 -2.405352
C -1.624835 -0.184087 -2.491197
C -2.525720 0.284934 -3.491326
C -3.582277 1.188301 -3.208806
C -4.446510 1.636489 -4.195345
C -4.312482 1.202710 -5.509945
C -3.300354 0.295859 -5.815507
C -2.433712 -0.155952 -4.834830
H -3.702857 1.526053 -2.184918
H -5.237492 2.332695 -3.936051
H -4.991118 1.554174 -6.279075
H -3.190084 -0.065892 -6.832281
H -1.654960 -0.871091 -5.076826

Cartesian forces (eV/Å) of the 2 atoms listed first:
0.33 -0.44 0.40
0.03 -0.03 0.00


Entry from the Open Molecules 2025 dataset: a structure of composition C34H57AsCuF18N3O14 (ωB97M-V/def2-TZVPD).

Output
Frontier orbital gap (spin up / spin down) = 9.06 / 3.45 eV
Multiplicity = 2
Total charge = +1
⟨S²⟩ = 0.757
LUMO energy (spin up / spin down) = -2.97 / -8.58 eV

Element x y z (Å)
Cu -2.451088 3.425685 -4.686324
As -1.595186 -0.246038 -1.187644
F 0.214057 -0.111110 -1.103450
F -1.542997 1.101120 -2.356657
F -3.370372 -0.204383 -1.448926
F -1.628270 -1.604380 -0.023791
F -1.760678 0.966363 0.068950
F -1.389032 -1.390573 -2.542608
C -5.896565 -1.959953 2.659109
C -6.518604 -3.272325 2.468492
N -7.061490 -4.323675 2.350550
H -4.914510 -1.908180 2.189034
H -5.760752 -1.774881 3.724669
H -6.574389 -1.166900 2.343318
C -6.260638 2.941518 0.127030
C -5.260986 3.527456 -0.847218
N -4.495433 3.998458 -1.586507
H -6.644143 2.088698 -0.433079
H -7.082871 3.637146 0.294721
H -5.881533 2.671709 1.112726
C -4.830150 -2.296294 -5.106181
C -4.654723 -0.843372 -5.079161
N -4.548271 0.315843 -5.019079
H -5.438987 -2.539541 -5.976962
H -5.338677 -2.748614 -4.254768
H -3.925028 -2.902905 -5.135736
C 3.196741 0.274258 8.238618
O 3.786096 0.010780 6.991531
C 3.886354 -1.356542 6.560366
C 4.099557 -1.356747 4.997032
O 5.286972 -0.709703 4.562978
C 5.398339 -0.372711 3.175347
C 4.494663 0.852673 2.789323
O 4.801345 2.190590 3.300710
C 4.746189 2.240653 4.688995
H 3.615928 1.176016 8.684957
H 3.294595 -0.576331 8.913174
H 2.120203 0.410427 8.135511
H 2.977331 -1.930099 6.741501
H 4.750492 -1.782829 7.069930
H 3.202707 -0.865608 4.619474
H 4.162469 -2.407562 4.714307
H 5.287798 -1.315246 2.639155
H 6.447051 -0.161291 2.966578
H 3.432376 0.615736 2.848563
H 4.584184 0.936798 1.706263
H 3.721837 1.935245 4.902387
H 4.925640 3.212133 5.149576
H 5.427329 1.525134 5.149604
C 0.933272 2.490387 -5.553887
O -0.377662 2.000320 -6.021870
C -0.406598 1.565173 -7.368712
C -0.934572 2.752461 -8.196716
O -2.118325 3.214097 -7.518774
C -2.762030 4.214145 -8.246647
C -4.114595 4.302689 -7.608618
O -3.889019 4.757003 -6.302080
C -5.087475 5.334832 -5.851596
H 1.333104 3.197241 -6.280931
H 1.716124 1.755256 -5.367228
H 0.735888 2.885904 -4.557530
H -1.056460 0.693600 -7.290319
H 0.564133 1.189653 -7.692397
H -1.018743 2.558843 -9.266067
H -0.248203 3.592900 -8.093458
H -2.948036 3.966227 -9.291650
H -2.133038 5.104322 -8.237902
H -4.596085 3.331436 -7.722315
H -4.650927 4.996003 -8.256519
H -5.562969 6.054949 -6.517506
H -4.859578 5.894547 -4.944469
H -5.849191 4.601600 -5.586528
C -3.869892 -6.276257 -1.202601
C -2.375323 -6.668193 -1.086113
O -2.307597 -8.079814 -1.221080
C -1.332636 -8.844946 -0.520412
O -0.472246 -8.339141 0.208156
C -1.417282 -10.379565 -0.630695
F -0.162918 -10.896945 -0.779799
F -1.888654 -10.961207 0.433600
F -2.155291 -10.810688 -1.652109
H -4.412187 -6.669313 -0.342641
H -4.403000 -6.546244 -2.114195
H -3.883781 -5.194382 -1.070504
H -2.026967 -6.350055 -0.103491
H -1.752311 -6.227110 -1.864192
C -1.122104 1.811177 4.664266
C -0.631519 0.938653 5.805720
O -0.679790 -0.373817 5.366870
C -1.493762 -1.368730 5.847793
O -2.183165 -1.294826 6.874246
C -1.359684 -2.665052 5.130882
F -0.367648 -2.566920 4.251597
F -1.029876 -3.591878 6.021578
F -2.503894 -3.069907 4.555321
H -0.430722 1.913429 3.827812
H -1.128897 2.822142 5.071691
H -2.071921 1.488785 4.237620
H -1.140404 1.078429 6.759444
H 0.409262 1.140904 6.058663
C 1.913140 5.490533 -0.035926
C 2.639356 6.266265 1.082593
O 2.299285 7.611724 0.982358
C 2.602414 8.495589 1.952893
O 3.138643 8.199077 3.041669
C 2.253406 9.936107 1.689652
F 3.300703 10.540015 1.249727
F 1.282568 10.044281 0.805150
F 1.949535 10.526437 2.838940
H 2.191870 5.882814 -1.013951
H 0.831865 5.563947 0.080560
H 2.036478 4.414551 0.087158
H 3.706778 6.097500 0.940332
H 2.342308 5.792379 2.018161
C 3.709348 -4.151256 -0.915004
C 4.432961 -4.999165 0.093310
O 5.805008 -4.689127 0.210999
C 6.725893 -5.214681 -0.642366
O 6.357163 -5.990473 -1.569496
C 8.225123 -4.940046 -0.375696
F 8.746788 -6.033055 0.229470
F 8.840603 -4.781238 -1.565519
F 8.330530 -3.881369 0.396053
H 4.179160 -4.268697 -1.891521
H 3.826394 -3.086433 -0.713644
H 2.643576 -4.374899 -0.867915
H 4.218807 -6.062865 -0.010471
H 3.960607 -4.786678 1.052389

Cartesian forces (eV/Å) of the 2 atoms listed first:
-0.20 -0.45 -0.89
0.38 0.16 -1.34


Entry from the Open Molecules 2025 dataset: a structure of composition C34H57ClHfP2Si2 (ωB97M-V/def2-TZVPD).

Output
Frontier orbital gap = 7.42 eV
LUMO energy = 0.11 eV

Element x y z (Å)
Hf -0.889876 -0.005552 -0.235953
C 1.533621 -0.122961 -1.878047
C 0.762927 -1.299346 -1.963183
C -0.523049 -0.897125 -2.493428
Si 1.473793 -2.988114 -1.619838
C -0.528684 0.512836 -2.620197
C 0.753216 1.010195 -2.173152
Si 1.479219 2.727299 -2.116407
H 2.587800 -0.084107 -1.611411
H -1.305311 -1.570863 -2.821368
H -1.318568 1.115327 -3.052610
Cl -2.635568 0.169620 1.539943
C 3.329424 2.767909 -1.965554
C 1.011022 3.655059 -3.667764
C 3.327795 -3.043523 -1.486870
C 0.976064 -4.179904 -2.976659
H 1.685222 3.299847 -4.470423
H 1.163774 4.742925 -3.539563
H -0.028781 3.480842 -3.987492
H 3.690015 2.266709 -1.053209
H 3.673169 3.816897 -1.925612
H 3.804105 2.291763 -2.840018
H 1.618931 -3.958067 -3.849047
H -0.074907 -4.083578 -3.289690
H 1.158101 -5.225361 -2.666117
H 3.796256 -2.625020 -2.390153
H 3.651960 -4.093484 -1.398475
H 3.710342 -2.503321 -0.610103
C 0.735760 3.468105 -0.550809
C 0.741016 -3.425359 0.061760
P -0.949281 2.821300 -0.116685
H 0.766572 4.572260 -0.623327
H 1.393847 3.178782 0.288037
P -0.956898 -2.732806 0.364082
H 1.392278 -2.963150 0.824965
H 0.786875 -4.521488 0.205292
C -1.421280 -3.590280 1.969794
C -1.935565 -3.694127 -0.901559
C -1.935023 3.533029 -1.536451
C -1.417219 3.962287 1.303994
C -1.435054 3.274011 2.668091
H -2.456926 4.259495 1.050694
C -0.531668 5.199027 1.425970
H 0.485171 4.902149 1.699019
H -0.938538 5.798114 2.245859
H -0.486569 5.809635 0.521361
H -2.045406 2.378893 2.587267
H -1.834166 3.945007 3.446629
H -0.447260 2.935195 2.998088
H -1.512552 3.047799 -2.428113
C -1.784766 5.055620 -1.694721
C -3.439736 3.206242 -1.487172
H -0.762010 5.391444 -1.901154
H -2.143839 5.574990 -0.799736
H -2.406586 5.379510 -2.543798
H -3.684327 2.227015 -1.921492
H -4.007334 3.946695 -2.074485
H -3.822603 3.224572 -0.460411
H -1.508449 -3.378873 -1.863476
C -3.439637 -3.367575 -0.921338
C -1.783295 -5.218129 -0.776579
H -0.760993 -5.586461 -0.919342
H -2.406544 -5.694222 -1.548567
H -2.141441 -5.564712 0.198041
H -3.683797 -2.481456 -1.522128
H -3.831313 -3.205041 0.088974
H -4.002133 -4.200463 -1.373574
C -1.439079 -2.661952 3.182464
C -0.539737 -4.789219 2.316584
H -2.460927 -3.926442 1.774866
H 0.480520 -4.458852 2.526635
H -0.504154 -5.558592 1.540195
H -0.945741 -5.226979 3.233032
H -0.445548 -2.292752 3.453258
H -1.854597 -3.177020 4.063438
H -2.042433 -1.786150 2.946476
C -2.900169 -0.094289 -1.256551
H -3.088293 -0.199134 -2.338469
H -3.473315 -0.868940 -0.737039
H -3.473456 0.765920 -0.894154
C 5.002632 -0.120490 2.824258
C 4.692015 -0.215260 1.466414
C 3.389896 -0.145179 1.051144
C 2.322668 0.029069 1.926011
C 0.964266 0.098509 1.451099
C 0.110715 0.315692 2.492217
C 0.371095 0.399651 3.869466
C 1.665064 0.327442 4.322362
C 2.646241 0.141419 3.348695
C 3.983020 0.057388 3.732034
H 6.023217 -0.190300 3.144310
H 5.448295 -0.355439 0.717827
H 3.128033 -0.240821 0.006680
H -0.984577 0.435078 2.315552
H -0.474950 0.527810 4.528101
H 1.925386 0.423894 5.374768
H 4.202602 0.142018 4.797713

Cartesian forces (eV/Å) of the 2 atoms listed first:
1.67 0.18 -0.34
-0.29 0.04 0.53


Number 1: maximum force 7.639 eV/Å, molar mass 669.8 g mol⁻¹. Number 2: maximum force 1.082 eV/Å, molar mass 796.6 g mol⁻¹. Number 3: maximum force 6.189 eV/Å, molar mass 1212.3 g mol⁻¹. Number 4: maximum force 2.255 eV/Å, molar mass 797.9 g mol⁻¹.